DFT (wB97M-V/def2-TZVPD) results for an isolated molecule of C4H9NO.

```
15
Properties=species:S:1:pos:R:3:mulliken_charge:R:1
O -0.28305 -0.58452 1.09588 -0.413
N 0.98115 1.33224 1.55040 -0.521
C -1.01045 1.47586 0.24673 -0.889
C 0.22601 -1.33151 -0.02569 -0.249
C -0.13387 0.76184 0.94624 0.634
C -0.26158 -1.12782 -1.47843 -1.131
H 0.24043 -1.91114 -2.07020 0.375
H 1.31451 -1.19497 -0.03427 0.290
H 0.01749 -0.17485 -1.94150 0.349
H 1.37721 2.09854 1.02605 0.195
H -0.02552 -2.34651 0.27511 0.283
H -1.33674 -1.27356 -1.62513 0.306
H -0.79092 2.52275 0.10593 0.233
H 1.63699 0.70849 1.98933 0.245
H -1.95166 1.04516 -0.06044 0.294
```

Frontier orbital gap = 9.1 eV
Multiplicity = 1
HOMO level = -0.2989 Eh
ΔE to the lowest compared entry with this formula, charge and spin = 186.4 kJ/mol